No. 1
C4H20BClCrO4 | ωB97M-V with the def2-TZVPD basis set

Calculated values
LUMO level (spin up / spin down) = -0.004 / -0.005 hartree
Multiplicity = 5
Relative energy (zero: lowest compared OMol25 entry of this formula, charge and spin) = 2.63 kcal per mole

Structure (XYZ):
```
31
Properties=species:S:1:pos:R:3:mulliken_charge:R:1
Cr 22.547 25.282 -31.416 0.070
Cl 21.732 27.465 -30.542 -0.610
B 20.826 25.145 -33.225 0.893
H 20.898 26.080 -33.994 -0.297
H 20.411 25.484 -32.140 -0.141
H 20.082 24.300 -33.675 -0.250
H 21.954 24.695 -33.157 -0.333
C 25.218 24.498 -29.746 -0.621
O 24.087 25.379 -29.858 -0.232
H 25.846 24.792 -28.906 0.378
H 24.882 23.478 -29.547 0.188
H 25.788 24.486 -30.671 0.170
H 24.169 26.016 -29.144 0.220
C 20.112 23.441 -30.472 -0.705
O 21.324 24.131 -30.139 -0.130
H 19.824 22.777 -29.656 0.326
H 19.313 24.141 -30.698 0.295
H 20.300 22.840 -31.358 0.211
H 21.379 24.267 -29.190 0.226
C 25.053 26.271 -33.367 -0.705
O 23.750 26.370 -32.802 -0.039
H 25.374 27.226 -33.781 0.322
H 25.741 25.988 -32.575 0.193
H 25.065 25.536 -34.174 0.286
H 23.243 27.060 -33.242 0.232
C 23.461 22.551 -33.135 -0.718
O 23.582 22.978 -31.761 -0.221
H 23.683 23.394 -33.779 0.191
H 24.198 21.771 -33.342 0.308
H 22.454 22.191 -33.334 0.285
H 23.596 22.164 -31.250 0.210
```

No. 2
C4H13N2 | ωB97M-V with the def2-TZVPD basis set

Calculated values
SMILES = C[NH2+]CCCN
LUMO level = -0.106 hartree
Total charge = +1
Relative energy (zero: lowest compared OMol25 entry of this formula, charge and spin) = 14.92 kcal per mole

Structure (XYZ):
```
19
Properties=species:S:1:pos:R:3:mulliken_charge:R:1
C 0.281 -1.712 0.900 -0.542
C -0.754 -1.295 -0.128 -0.658
C -0.252 -0.251 -1.097 -0.670
C 0.410 2.183 -0.996 -0.843
N -0.310 1.074 -0.354 -0.153
N 0.509 -0.510 1.792 -0.629
H 1.225 -1.954 0.451 0.359
H -0.163 -2.474 1.530 0.326
H -1.160 -2.173 -0.640 0.372
H -1.651 -0.938 0.383 0.332
H -0.875 -0.117 -1.976 0.434
H 0.771 -0.467 -1.374 0.362
H 1.445 1.924 -1.126 0.345
H 0.409 3.100 -0.408 0.361
H -0.088 2.433 -1.932 0.343
H -1.298 1.293 -0.258 0.380
H 0.008 0.816 0.616 0.456
H 0.001 -0.584 2.661 0.199
H 1.493 -0.350 1.953 0.224
```